A 7-piece molecular cluster, C35H83Br2NO28P6 overall at a distorted geometry. Source: the Open Molecules 2025 dataset; level of theory: wB97M-V/def2-TZVPD.

Last column: Mulliken charge in e.
Atoms and positions in Å:
C 0.131 -0.544 5.762  -0.8995
C -1.042 0.493 5.246  -0.2609
C -0.460 1.970 4.768  -0.1436
C -1.668 2.872 4.089  -0.4730
C -1.086 4.139 3.173  -0.4151
C -0.337 3.485 1.865  -0.0976
C 0.027 4.557 0.676  -0.2800
C 0.427 6.059 1.200  -0.7610
C 1.778 6.003 2.172  -0.2390
C 3.176 5.819 1.347  -0.6628
C 4.085 4.523 1.758  1.6997
C 3.884 3.226 0.777  -0.8621
Br 4.933 1.586 1.383  0.0732
C 4.101 3.515 -0.822  -0.0453
C 5.603 4.016 -1.245  -0.7361
Br 3.848 1.711 -1.739  -0.1635
C 3.979 3.857 3.250  -0.3675
O 2.939 3.081 3.652  -0.4285
O 5.137 4.170 4.114  -0.3371
C 5.650 5.475 3.582  -0.3835
C 5.580 5.198 1.937  -0.7611
O 6.783 4.374 1.742  -0.0194
N 7.754 5.279 1.424  -0.1864
O 8.655 4.650 0.891  -0.1734
H 0.360 -1.365 4.935  0.2494
H 1.156 -0.037 6.010  0.2251
H -0.211 -1.159 6.721  0.2717
H -1.622 -0.037 4.364  0.1164
H -1.835 0.716 6.084  0.2858
H -0.017 2.466 5.746  0.2110
H 0.414 1.767 4.016  0.0106
H -2.276 2.164 3.383  0.0733
H -2.351 3.355 4.941  0.3314
H -0.371 4.736 3.898  0.1870
H -1.944 4.894 2.852  0.2599
H -1.045 2.671 1.410  0.3757
H 0.672 2.925 2.165  -0.1759
H -0.865 4.606 -0.085  0.3648
H 0.954 4.117 0.093  -0.0659
H 0.628 6.781 0.273  0.3598
H -0.498 6.501 1.802  0.2989
H 1.812 7.055 2.735  0.2938
H 1.555 5.198 2.988  0.0224
H 2.886 5.813 0.189  0.1882
H 3.788 6.834 1.491  0.4006
H 2.743 2.895 0.899  0.3709
H 3.226 4.192 -1.268  0.3908
H 6.469 3.389 -0.768  0.1967
H 5.741 5.147 -0.893  0.1443
H 5.649 4.037 -2.414  0.4309
H 4.921 6.279 4.035  0.2350
H 6.759 5.487 3.984  0.2965
H 5.848 6.156 1.279  0.5879
C 10.853 -2.415 4.430  -0.7262
O 9.519 -2.780 4.732  -0.2798
P 8.341 -1.647 4.164  0.8796
O 7.256 -2.414 4.931  -0.6468
O 8.466 -2.252 2.636  -0.2813
C 8.206 -3.626 2.410  -0.6569
O 7.162 -0.516 3.595  -0.1109
C 6.515 0.236 4.606  -0.4278
H 11.513 -3.239 4.711  0.2398
H 10.970 -2.219 3.361  0.3297
H 11.128 -1.524 5.002  0.2959
H 7.597 -4.076 3.197  0.3342
H 9.155 -4.162 2.337  0.2347
H 7.675 -3.728 1.460  0.2456
H 7.230 0.547 5.372  0.3250
H 5.713 -0.356 5.059  0.2936
H 6.073 1.125 4.150  -0.0702
C 11.185 3.130 0.683  -0.7658
O 12.571 2.862 0.802  -0.2970
P 13.335 2.463 -0.697  1.0476
O 14.613 2.095 0.069  -0.6439
O 13.385 4.055 -1.119  -0.3459
C 14.054 4.976 -0.275  -0.6089
O 14.101 2.064 -2.197  -0.2933
C 14.496 0.711 -2.329  -0.6352
H 10.815 3.492 1.646  0.2369
H 11.002 3.896 -0.075  0.3611
H 10.656 2.211 0.418  0.3503
H 14.781 4.495 0.383  0.3357
H 13.316 5.507 0.330  0.2161
H 14.580 5.702 -0.900  0.2443
H 13.729 0.046 -1.926  0.3158
H 15.446 0.546 -1.811  0.2552
H 14.636 0.491 -3.390  0.2442
C -5.090 -0.585 0.842  -0.8419
O -5.058 0.296 1.949  -0.1086
P -6.566 1.086 2.256  0.9614
O -5.875 1.970 3.301  -0.6203
O -7.153 -0.271 2.983  -0.3595
C -6.467 -0.812 4.098  -0.5822
O -8.075 1.876 2.562  -0.3010
C -8.098 3.261 2.269  -0.6259
H -4.142 -1.129 0.800  0.2330
H -5.905 -1.307 0.942  0.3497
H -5.214 -0.011 -0.080  0.3285
H -5.825 -0.081 4.595  0.2902
H -5.861 -1.659 3.768  0.2262
H -7.206 -1.172 4.820  0.2446
H -7.567 3.466 1.336  0.3144
H -7.647 3.826 3.090  0.2400
H -9.139 3.577 2.161  0.2433
C -3.663 0.568 -4.936  -0.7809
O -3.588 -0.237 -3.774  -0.1859
P -3.020 -1.843 -4.073  0.9279
O -3.362 -2.218 -2.625  -0.6040
O -1.466 -1.302 -4.149  -0.3512
C -0.915 -0.617 -3.039  -0.5384
O -2.453 -3.450 -4.371  -0.3095
C -3.431 -4.466 -4.242  -0.5967
H -3.906 1.591 -4.638  0.2258
H -2.707 0.574 -5.467  0.3481
H -4.449 0.189 -5.594  0.3035
H -1.443 -0.828 -2.107  0.2833
H -0.942 0.458 -3.234  0.2116
H 0.129 -0.924 -2.924  0.2485
H -4.380 -4.144 -4.678  0.3034
H -3.569 -4.722 -3.187  0.2711
H -3.080 -5.356 -4.771  0.2442
C -5.818 -9.687 -7.474  -0.7462
O -5.787 -8.806 -6.366  -0.2497
P -7.295 -8.016 -6.060  0.9917
O -6.603 -7.131 -5.015  -0.6252
O -7.882 -9.373 -5.332  -0.3462
C -7.196 -9.913 -4.217  -0.5847
O -8.803 -7.226 -5.754  -0.2898
C -8.827 -5.841 -6.047  -0.6075
H -4.871 -10.231 -7.515  0.2405
H -6.633 -10.408 -7.374  0.3386
H -5.942 -9.112 -8.396  0.2960
H -6.554 -9.183 -3.721  0.2910
H -6.590 -10.761 -4.547  0.2355
H -7.934 -10.273 -3.496  0.2450
H -8.295 -5.636 -6.980  0.3588
H -8.375 -5.275 -5.226  0.2070
H -9.867 -5.524 -6.154  0.2356
C -11.473 -0.929 -3.641  -0.7445
O -11.858 -2.181 -4.178  -0.2556
P -11.757 -3.486 -3.047  1.0313
O -12.041 -4.475 -4.184  -0.6499
O -13.178 -3.022 -2.353  -0.3576
C -14.346 -2.944 -3.150  -0.6084
O -11.657 -4.791 -1.915  -0.3136
C -10.616 -5.720 -2.160  -0.6103
H -11.687 -0.151 -4.379  0.2427
H -12.033 -0.710 -2.727  0.3427
H -10.402 -0.936 -3.426  0.2935
H -14.278 -3.544 -4.060  0.3223
H -14.527 -1.900 -3.419  0.2317
H -15.194 -3.303 -2.561  0.2432
H -9.703 -5.203 -2.463  0.3017
H -10.921 -6.429 -2.936  0.2527
H -10.422 -6.276 -1.240  0.2863

For the gap between HOMO and LUMO, the calculation gives 6.6086 eV. The total energy is -10740.07507 hartree. As for the spin multiplicity: 1. The value obtained for the HOMO energy is -9.4 eV. Its net charge is 0. Its structure (SMILES) is CCCCCCCCCC[C@]1([C@H](Br)[C@@H](C)Br)C(=O)OC[C@H]1ON=O.COP(=O)(OC)OC.COP(=O)(OC)OC.COP(=O)(OC)OC.COP(=O)(OC)OC.COP(=O)(OC)OC.COP(=O)(OC)OC.